Entry 1:
The following is a DFT calculation (ωB97M-V with the def2-TZVPD basis set) of 2 unconnected molecules or ions with the total composition C4H7OS2 in a non-equilibrium geometry.

Properties
- energy above the lowest of the compared OMol25 structures with the same formula, charge and spin (kcal/mol) = 20.6
- LUMO (eV) = 3.0019
- HOMO (Eh) = -0.0826
- frontier orbital gap (eV) = 5.249

The geometry in ORCA input format:
```
! RIJCOSX wB97M-V def2-TZVPD def2/J DEFGRID3
* xyz -1 1
S 4.6298 0.5965 0.0072
S 1.2005 -0.5833 2.0630
O 3.9803 1.8220 2.3429
C -1.0431 0.2304 0.4795
C 1.1775 0.0196 -0.4989
C 0.2104 -0.6699 0.4798
C 4.2558 1.3795 1.3055
H -0.0693 -1.6680 0.1700
H 0.7473 -0.0888 -1.4337
H -0.8405 1.1433 1.0401
H 2.1640 -0.3853 -0.5936
H 1.3167 1.0628 -0.1705
H -1.2841 0.6423 -0.4632
H -1.8898 -0.3974 1.0186
*
```

***

Entry 2:
The following is a DFT calculation (ωB97M-V with the def2-TZVPD basis set) of a molecular structure, C8H8IrN6S4Sb in a non-equilibrium geometry.

Properties
- energy above the lowest of the compared OMol25 structures with the same formula, charge and spin (kcal/mol) = 0.0
- LUMO (eV) = -2.1622
- HOMO (Eh) = -0.2656
- frontier orbital gap (eV) = 5.065

The geometry in ORCA input format:
```
! RIJCOSX wB97M-V def2-TZVPD def2/J DEFGRID3
* xyz 0 1
Ir -0.3773 1.3658 0.9687
Sb -1.9844 3.6463 2.9652
S -1.4585 3.2892 0.5944
S -4.1013 2.9511 3.2909
S -1.0821 5.5250 3.7840
S -0.5269 1.6828 3.1813
N -3.0216 -0.4715 0.6772
N 1.4546 0.8191 0.0230
N -0.8250 -0.4303 -0.0022
N -1.3698 -3.8760 -1.8979
N 0.0344 -2.1531 -1.3419
N -2.2543 -2.2065 -0.6224
C 3.7321 1.1504 -0.5412
C 1.4485 -0.3140 -0.6887
C 3.7280 -0.0187 -1.2821
C 2.5687 1.5415 0.1027
C 0.1487 -1.0318 -0.6953
C -2.0418 -1.0510 0.0077
C 2.5609 -0.7695 -1.3574
C -1.2076 -2.7139 -1.2644
H -0.5937 -4.2853 -2.3850
H 4.6214 -0.3457 -1.7963
H -2.2657 -4.3299 -1.8789
H 2.5103 2.4447 0.6952
H 4.6195 1.7604 -0.4566
H -2.8779 0.4166 1.1461
H -3.9292 -0.9043 0.6901
H 2.4900 -1.6915 -1.9162
*
```

***

Entry 3:
The following is a DFT calculation (ωB97M-V with the def2-TZVPD basis set) of 7 unconnected molecules or ions with the total composition C30H80BIN8O10 in a non-equilibrium geometry.

Properties
- LUMO (eV) = 0.0188
- HOMO (Eh) = -0.3338
- frontier orbital gap (eV) = 9.102
- SMILES = C[C@H](O)CNCCOB(I)CON=O.COC[C@@H](C)N.COC[C@@H](C)N.COC[C@@H](C)N.COC[C@@H](C)N.COC[C@@H](C)N.COC[C@@H](C)N

The geometry in ORCA input format:
```
! RIJCOSX wB97M-V def2-TZVPD def2/J DEFGRID3
* xyz 0 1
I 6.4128 -0.8668 -0.5511
O 4.9009 1.4192 -2.2133
O 0.8041 2.4293 5.7939
O -7.5880 -3.4370 -1.7636
O -2.0917 -0.6968 2.8354
O 9.5335 1.8819 -4.1791
O -9.6912 -2.0088 -5.5102
O 8.2170 0.5329 -3.2930
O 12.3072 -2.3891 -6.2488
O -4.7357 2.0869 5.5672
O 4.2615 2.6585 2.9241
N 3.5572 3.5681 0.4989
N 9.4486 -2.2438 -6.0635
N 8.5325 1.8487 -3.5639
N -5.4626 -0.4653 4.4917
N 0.4636 -0.1466 1.6633
N -7.1278 -0.7239 -5.5114
N -5.1195 -3.5765 -0.3149
N 2.0997 4.6927 4.6119
C 6.8005 0.3230 -3.5589
C -10.0702 -2.6293 -6.7257
C 11.6946 -1.2506 -5.6606
C -6.0546 -2.4738 -0.0581
C -3.7709 1.0467 5.5073
C -0.2904 5.1287 4.4494
C -8.7386 -3.8831 -1.0659
C -6.7764 -2.7336 1.2609
C -4.8658 -0.8630 6.8195
C 0.3321 -1.2220 2.6535
C -6.8221 -2.8340 -6.6870
C 4.4162 1.7869 -0.9112
C 0.5959 2.7242 4.4203
C 0.3521 -2.5645 1.9295
C 12.8539 -2.1670 -7.5363
C -8.5940 -2.6219 -4.8475
C -7.2138 -2.1817 -5.3651
C 5.1615 3.6715 2.4824
C -4.3686 -0.3701 5.4641
C 6.6475 3.1414 2.4877
C -7.0070 -2.2499 -1.2462
C 10.2418 -1.0090 -6.1053
C 0.8450 4.1943 4.0430
C -0.2986 2.7211 6.6335
C 10.1253 -0.3933 -7.4960
C -5.2210 2.3695 6.8679
C -0.9068 -1.0248 3.5468
C -2.7851 -1.8140 2.3009
C 4.7648 4.2166 1.0312
C 3.7152 3.1945 -0.9254
B 5.9200 0.4670 -2.1957
H 2.7208 3.1583 -1.4178
H -5.8041 -0.3933 7.1162
H -0.3992 2.3898 4.0965
H -3.2247 1.2086 4.5729
H 6.9812 2.7511 1.5037
H -9.3402 -3.0502 -0.6922
H 5.1099 4.5094 3.2099
H -2.4119 -2.0472 1.3019
H -6.0826 -2.6372 2.0985
H 5.6143 3.9150 0.3690
H -9.9407 -3.7146 -6.6895
H -7.3594 -2.4109 -7.5364
H -3.5720 -1.0496 5.1462
H -7.5822 -2.0119 1.4152
H -7.3008 -0.2940 -4.6061
H -9.5075 -2.2093 -7.5625
H -0.2373 2.0723 7.5092
H -0.3037 5.3273 5.5216
H 6.4189 0.9617 -4.3818
H 5.2527 1.8864 -0.1839
H -5.4717 -1.5555 0.0693
H -5.1013 -0.2208 3.5727
H -6.0845 1.7420 7.0995
H -7.0111 -3.9101 -6.6636
H -8.6733 -2.3115 -3.8029
H -7.7824 -1.5118 -1.0063
H 6.7058 -0.7478 -3.8592
H 12.3137 -0.3575 -5.8094
H -0.4273 -0.0763 1.1763
H 10.3286 -1.1128 -8.2901
H 9.1135 -0.0163 -7.6585
H 2.8603 4.1137 4.2629
H -8.4554 -4.5440 -0.2440
H 4.6390 1.8239 2.6358
H 2.0828 4.4914 5.6090
H -2.7143 -2.6915 2.9489
H -1.0743 -1.8898 4.2009
H -5.7572 -2.6889 -6.8789
H 11.6875 -1.4477 -4.5847
H 9.4551 -2.6029 -5.1119
H -5.0441 -1.9397 6.7875
H -7.2010 -3.7366 1.3132
H -0.2451 3.7541 6.9845
H -1.2541 2.5401 6.1342
H -4.4470 2.2443 7.6303
H 6.7032 2.3194 3.2319
H 0.9256 4.2396 2.9521
H 1.2110 -1.1939 3.3052
H -9.3463 -4.4645 -1.7612
H -6.4744 -2.4926 -4.6201
H -0.3499 -2.5995 1.0958
H 1.3451 -2.7569 1.5189
H -3.0391 1.1497 6.3181
H -5.6744 -4.3819 -0.5955
H -5.5551 3.4081 6.8818
H -3.8373 -1.5427 2.2021
H 13.2698 -1.1607 -7.6369
H -8.6966 -3.7140 -4.8558
H 0.5408 0.7416 2.1529
H -0.1838 6.0926 3.9478
H -4.1255 -0.6729 7.6008
H -7.9232 -0.4290 -6.0734
H 13.6572 -2.8897 -7.6877
H -6.1181 0.2849 4.6996
H -6.4220 -1.8291 -2.0706
H -0.7134 -0.1713 4.2049
H -1.2610 4.7131 4.1660
H 12.1013 -2.3437 -8.3080
H 0.1121 -3.3821 2.6137
H 7.2857 3.9988 2.8024
H 4.7266 5.3289 1.0304
H 9.8007 -0.2990 -5.4015
H 2.7723 4.1987 0.6158
H 4.3404 3.9671 -1.4329
H 10.8141 0.4473 -7.6107
H -11.1258 -2.4128 -6.8969
H 1.3220 2.1113 3.8769
H 3.6576 1.0678 -0.5222
H 9.9587 -2.9498 -6.5898
H -4.5774 -3.3560 -1.1470
*
```

***

Entry 4:
The following is a DFT calculation (ωB97M-V with the def2-TZVPD basis set) of 16 unconnected molecules or ions with the total composition C32H104N8O16 in a non-equilibrium geometry.

Properties
- energy above the lowest of the compared OMol25 structures with the same formula, charge and spin (kcal/mol) = 82.6
- LUMO (eV) = -0.0881
- HOMO (Eh) = -0.3322
- frontier orbital gap (eV) = 8.951

The geometry in ORCA input format:
```
! RIJCOSX wB97M-V def2-TZVPD def2/J DEFGRID3
* xyz 0 1
O -0.5363 5.8364 -0.6971
O 5.6683 2.9073 1.9935
O -1.2048 2.6930 -5.2863
O -6.9395 1.4103 1.3027
O 3.2121 6.6719 -5.8189
O -3.7537 -2.2175 0.6416
O -1.1139 -2.1273 -4.5917
O 2.0568 5.5343 -0.4215
O 1.1184 -2.9182 -3.3217
O 5.0491 -2.0589 1.6271
O -5.2970 -2.6925 -2.1188
O 1.9160 -5.5851 1.4887
O -4.8030 -2.7725 5.1211
O -3.6615 2.3556 -1.7724
O -1.6218 3.7604 -2.8030
O 0.5365 -0.6195 0.3283
N 3.1442 -6.1001 4.8156
N 2.9748 -2.1135 -0.5467
N -4.5662 0.5767 0.3151
N -2.0110 -2.7123 6.2286
N 1.8577 3.8689 -6.0066
N -2.7667 -1.3341 -2.5556
N 0.0227 2.8605 -0.7986
N 3.6279 1.1761 4.4849
C -6.0165 -3.1542 4.4393
C -3.6376 -3.2092 4.4038
C 3.5175 -7.6049 2.8435
C -3.6691 0.1301 -4.1417
C 0.7202 0.8200 0.3290
C 3.8553 2.0615 3.3266
C -0.1564 1.4077 -0.8100
C 1.9860 -5.4457 2.8917
C 1.9744 4.7841 -4.9504
C -8.0673 2.2361 1.4635
C -0.6510 -1.0490 1.0254
C 3.3582 3.4619 3.7045
C 5.1927 -1.2604 0.3842
C 4.3358 -0.7602 -2.0428
C -6.6047 -3.1444 -1.8736
C 5.2715 -3.4776 1.4540
C -2.3319 -2.5371 4.8339
C 1.6957 3.9014 -3.6770
C 3.2311 5.6539 -4.8958
C -3.3228 1.5772 2.0619
C -1.1771 -2.9658 3.9087
C -4.0564 -0.7970 -2.9378
C 6.9061 2.7066 1.3496
C 5.3978 2.0017 3.0626
C 4.5025 7.3703 -5.9543
C -5.7491 1.9957 1.8880
C 4.3810 -1.7499 -0.8465
C 3.1972 -6.1563 3.3392
C -4.6629 0.9716 1.7191
C -5.0553 -2.0217 -3.3157
C 0.9425 -4.8081 0.7824
C 0.2483 0.9096 -2.1608
H -0.2232 -2.1426 -4.2416
H -0.8836 3.3325 -2.3692
H -1.3134 1.8611 -5.7471
H -3.5179 -0.5630 -4.9692
H -0.8488 4.9882 -1.0118
H -2.9655 -1.9508 -1.7808
H 2.4133 -1.3344 -0.2337
H -2.5527 0.8069 2.1031
H -6.7220 -3.6817 -0.9325
H -2.4017 -3.5616 6.6107
H -3.0408 2.9415 -2.2056
H 4.0156 -5.5042 3.0340
H 3.0446 -8.3782 3.4488
H 1.9275 -4.3911 3.1610
H -4.7997 0.1160 2.3804
H 4.9075 -0.2727 0.7467
H 6.8913 3.2220 0.3893
H 6.2288 -3.6367 0.9577
H -3.0567 2.1855 1.1974
H -0.3910 -2.2131 3.8480
H -8.9728 1.6294 1.4534
H -2.3400 -0.4689 -2.2562
H -6.8306 -2.8463 5.0955
H 2.7774 4.9430 -0.2040
H -8.2461 2.9096 0.6254
H -6.1937 -2.5761 3.5324
H 1.8396 4.5401 -2.8056
H 5.8372 1.0165 2.9064
H -4.0747 1.2287 -0.2793
H -2.5482 -2.0354 6.7515
H -2.7849 0.7575 -4.0290
H 2.3340 -6.6558 5.0499
H 5.2726 -0.8393 -2.5943
H -1.5146 -3.0745 2.8780
H 0.2280 3.0142 0.1783
H -0.6846 -0.5702 2.0041
H -4.5064 -2.3563 0.0668
H 3.9321 -6.6471 5.1321
H 5.9781 2.3966 3.8965
H -8.1491 2.9346 2.2963
H 4.1219 5.0631 -5.1089
H 1.1441 -5.0564 -0.2596
H -4.5250 0.7391 -4.4326
H 4.8812 7.5976 -4.9578
H -1.4995 3.5660 -3.7323
H 3.4622 5.9939 -3.8863
H 1.2547 -3.8627 -3.2474
H 1.8472 4.3704 -6.8832
H -4.3687 2.2431 -2.4077
H 4.1057 3.8614 4.3899
H -5.4976 0.5626 -0.0752
H -0.3725 3.0390 -5.6085
H 0.6850 3.4954 -3.6358
H 3.3294 -7.7385 1.7782
H 2.3340 3.5264 4.0720
H -6.9099 -3.9242 -2.5714
H 3.2921 1.7147 2.4603
H 7.3127 1.6982 1.2723
H -1.2009 1.2526 -0.5397
H 0.2708 -0.1774 -2.2382
H 2.4595 3.1436 -3.5027
H -0.1261 -4.9103 0.9714
H -0.3043 1.3709 -2.9792
H -5.8406 2.3719 2.9070
H -4.5876 -0.2439 -2.1632
H -1.6762 -2.1252 -3.8171
H 0.5714 1.3355 1.2778
H 2.4796 6.2843 -0.8398
H -7.3591 -2.3685 -1.7434
H 4.8600 -2.6479 -1.2369
H 2.8785 -2.7936 0.1937
H -4.6039 -2.6861 -4.0525
H 5.3117 -4.0313 2.3920
H 7.6484 3.2681 1.9170
H 1.1000 5.4288 -5.0387
H -5.8563 -1.4816 -3.8205
H -3.7707 -1.2807 0.8372
H -3.9239 -2.9335 3.3889
H 1.7757 -2.5345 -2.7411
H -0.7096 -3.9152 4.1699
H -0.7734 -2.1320 1.0353
H 4.0505 0.2530 -1.7599
H 6.2455 -1.2347 0.1031
H 4.5711 -3.9778 0.7851
H 1.7401 0.9990 -0.0116
H 0.9015 3.2267 -1.1356
H 5.2634 6.6828 -6.3236
H 4.5984 -7.6972 2.9491
H 2.7784 3.4707 -6.1241
H -3.3241 2.1107 3.0124
H 0.4178 5.7612 -0.7120
H -1.5138 -0.7055 0.4547
H -5.9917 -4.2335 4.2894
H 4.4566 8.2739 -6.5622
H 4.2301 1.6106 5.1694
H 3.4994 4.1805 2.8972
H -5.5326 2.8561 1.2547
H -2.4165 -1.4609 4.6834
H 3.6703 -1.1689 -2.8032
H 2.6524 1.2895 4.7210
H 1.1132 -5.9227 3.3376
H -3.5825 -4.2978 4.4044
H 1.1690 -3.7481 0.8975
H 1.2535 1.2776 -2.3666
*
```

***

Entry 5:
The following is a DFT calculation (ωB97M-V with the def2-TZVPD basis set) of 11 unconnected molecules or ions with the total composition C4H32N2O10 in a non-equilibrium geometry.

Properties
- energy above the lowest of the compared OMol25 structures with the same formula, charge and spin (kcal/mol) = 85.2
- LUMO (eV) = -0.3534
- HOMO (Eh) = -0.3155
- frontier orbital gap (eV) = 8.232
- SMILES = NCCCCN.O.O.O.O.O.O.O.O.O.O

The geometry in ORCA input format:
```
! RIJCOSX wB97M-V def2-TZVPD def2/J DEFGRID3
* xyz 0 1
O -0.8483 4.0152 -1.0468
O 2.4359 2.4811 -1.3965
O 2.0101 -0.9896 -0.0604
O 1.6998 4.0258 0.5233
O 3.4648 -2.0851 1.5075
O 0.3537 0.5678 1.4492
O 1.2700 -3.2930 -0.9334
O -2.2395 -0.1668 3.3387
O 1.5091 -1.0251 4.1904
O 1.6106 -0.4213 -3.1465
N -1.9431 1.6969 0.9833
N -1.8360 -2.4347 -0.8879
C -1.1821 0.5271 -1.0417
C -1.9490 -0.3370 -2.1718
C -2.6113 -1.6995 -1.8405
C -2.0712 0.4916 0.1757
H -1.9984 -0.0829 2.4171
H -0.9190 -0.5530 -2.5922
H -3.6256 -1.5650 -1.5162
H -2.4523 0.3933 -2.9089
H -0.1264 4.4177 -0.4557
H 1.6758 -1.8316 -0.4902
H 1.1781 0.2174 1.1228
H 1.4630 -3.8270 -0.1283
H -2.4299 -2.9845 -0.2519
H 2.8744 -1.1065 -0.4504
H 2.3975 2.8730 -2.2767
H -1.1442 1.6859 1.6455
H 2.1651 -0.7678 -2.5403
H 2.7273 -2.8234 1.3969
H 3.3249 2.6558 -1.0710
H -2.5795 -2.3078 -2.7679
H 1.9034 3.4641 -0.2141
H 0.5797 -0.7960 4.2380
H -3.1083 0.4210 -0.1788
H 0.4250 -3.6574 -1.2424
H -0.2083 0.2480 -0.7405
H -2.8563 2.0629 1.3288
H 3.6478 -2.1193 2.3855
H -1.6697 -0.4610 0.8006
H 1.2653 3.2830 1.1086
H -1.1490 1.5440 -1.3312
H 1.7560 -0.9633 3.2665
H 0.9605 -1.0999 -3.3657
H -0.8535 3.1159 -0.6344
H -1.0652 -2.0750 -0.3502
H -2.4897 0.7039 3.7297
H 0.6578 0.5821 2.4243
*
```

***

Entry 6:
The following is a DFT calculation (ωB97M-V with the def2-TZVPD basis set) of C3H6NOP in the gas phase in a non-equilibrium geometry.

Properties
- energy above the lowest of the compared OMol25 structures with the same formula, charge and spin (kcal/mol) = 49.3
- LUMO (eV) = 0.9156
- HOMO (Eh) = -0.3340
- frontier orbital gap (eV) = 10.005
- SMILES = P[C@@H]1N=CCO1

The geometry in ORCA input format:
```
! RIJCOSX wB97M-V def2-TZVPD def2/J DEFGRID3
* xyz 0 1
P 2.0645 0.0054 -0.3635
O -0.4762 0.9191 0.3221
N -0.3279 -1.3700 0.3872
C 0.4394 -0.0661 0.6631
C -1.3575 -1.0235 -0.2803
C -1.3732 0.4452 -0.6482
H -2.3788 0.9132 -0.3260
H -1.8447 -1.7252 -0.7988
H -1.1474 0.7941 -1.6450
H 0.8634 0.1298 1.7591
H 2.8008 0.7456 0.4484
H 2.5950 -1.1041 0.2992
*
```

***

Entry 7:
The following is a DFT calculation (ωB97M-V with the def2-TZVPD basis set) of 2 unconnected molecules or ions with the total composition C3H4N2 in a non-equilibrium geometry.

Properties
- energy above the lowest of the compared OMol25 structures with the same formula, charge and spin (kcal/mol) = 104.3
- LUMO (eV) = 0.5166
- HOMO (Eh) = -0.3614
- frontier orbital gap (eV) = 10.350

The geometry in ORCA input format:
```
! RIJCOSX wB97M-V def2-TZVPD def2/J DEFGRID3
* xyz 0 1
N -4.1280 -0.1322 -0.1324
N 1.0997 -0.7818 0.1687
C -3.0584 0.1279 0.0907
C 1.8594 0.4473 -0.0050
C 0.3477 0.2486 0.1103
H 2.2863 0.5121 -1.0858
H -2.0366 0.3661 0.2740
H 1.0989 -1.7361 -0.2226
H 2.5310 0.9479 0.8022
*
```

***

Entry 8:
The following is a DFT calculation (ωB97M-V with the def2-TZVPD basis set) of 2 unconnected molecules or ions with the total composition C10H13O3 in a non-equilibrium geometry.

Properties
- energy above the lowest of the compared OMol25 structures with the same formula, charge and spin (kcal/mol) = 63.2
- LUMO (eV) = 2.9652
- HOMO (Eh) = -0.1313
- frontier orbital gap (eV) = 6.539

The geometry in ORCA input format:
```
! RIJCOSX wB97M-V def2-TZVPD def2/J DEFGRID3
* xyz -1 1
O -0.1466 -4.5587 -0.3921
O -1.6160 2.5712 -1.4668
O -2.0139 -3.9177 -1.5089
C -1.3104 -2.6312 0.5160
C 1.8196 1.3076 0.4134
C -2.1931 -1.5676 -0.0784
C -0.5185 2.0174 0.5455
C -1.1352 -3.8505 -0.6527
C 0.5807 1.3641 1.1801
C 0.8366 2.5100 -1.4681
C 3.0308 0.5465 0.9863
C 1.8952 1.9596 -0.7897
C -0.3997 2.4744 -0.7868
H 2.8725 1.8603 -1.2185
H -2.9044 -2.0871 -0.8382
H 2.7606 0.2710 2.0580
H 3.8368 1.2927 0.9691
H 3.1895 -0.5023 0.4231
H -2.3236 2.4554 -0.9026
H 0.9107 2.7417 -2.4681
H -1.8866 -3.0805 1.3363
H -0.3403 -2.3398 0.8455
H 0.6443 0.7569 2.0076
H -1.3609 2.1069 1.1693
H -1.6118 -0.7884 -0.6424
H -2.6165 -0.9119 0.7629
*
```